No. 1
Below is a cluster of 2 separate species, C9H9NO3 in total, with properties calculated with ωB97M-V with the def2-TZVPD basis set.

Geometry (Å):
C: -3.34569 -1.19945 -3.54878
C: -2.22893 -1.08539 -3.05135
N: -1.19159 -0.85140 -2.07135
C: -0.67122 -2.02213 -1.42330
C: 0.37265 -1.89344 -0.37248
C: 0.87318 -0.48556 -0.01242
C: 1.99957 -0.39636 1.08397
O: 2.93109 0.37696 1.01042
O: 1.89831 -1.30822 2.15981
C: 0.28662 0.71717 -0.72171
C: -0.75939 0.46537 -1.77043
H: -4.41703 -1.26371 -3.89610
H: -1.08661 -3.02679 -1.71229
H: 0.80243 -2.78514 0.17998
H: 0.95103 -1.46795 2.37179
H: 0.65366 1.74984 -0.44241
H: -1.22912 1.31031 -2.34494
C: 0.79360 2.63647 2.91256
O: -0.53462 2.68288 2.85044
H: 1.35561 3.45981 2.42113
H: 1.25801 2.63777 3.92049
H: 1.28845 1.74897 2.45697

HOMO level   -5.74 eV
E   -17101.724 eV
M   179.18 g mol⁻¹
Maximum force   3.6 eV Å⁻¹
Gap between HOMO and LUMO   2.88 eV

These are the Mulliken partial charges, in e, on atoms 1 to 5:
1 C 0.068
2 C -0.528
3 N 0.064
4 C -0.042
5 C -0.540



No. 2
Below is a structure of composition C28H29N3SiSn, with properties calculated with ωB97M-V with the def2-TZVPD basis set.

Geometry (Å):
C: -0.08618 1.91806 0.10797
C: -1.19133 1.54926 -0.70224
C: -2.03449 0.67989 0.03124
H: -1.38126 1.92572 -1.71048
C: -1.44665 0.49191 1.34408
C: -0.23736 1.31137 1.38146
H: 0.32661 1.54887 2.28438
H: 0.70448 2.61253 -0.18458
H: -3.01797 0.32762 -0.27033
H: -1.97268 0.10014 2.21334
Sn: 0.06625 -1.08074 0.34102
C: 0.24477 -0.97274 -2.51149
H: -0.32024 -0.26863 -1.91780
H: 1.14608 -1.43562 -2.09554
H: -0.37109 -1.63351 -3.13186
Si: 0.92230 0.63927 -4.27513
C: 2.42959 -0.33866 -4.81605
C: 3.60473 0.43197 -4.99015
H: 3.59365 1.48861 -4.68966
C: 4.75103 -0.12970 -5.54228
H: 5.62503 0.50261 -5.75213
C: 4.78652 -1.50694 -5.81854
H: 5.68978 -1.95192 -6.24709
C: 3.67716 -2.30216 -5.51062
H: 3.72492 -3.38601 -5.67204
C: 2.50889 -1.72007 -4.98145
H: 1.67423 -2.35286 -4.66768
C: -0.86560 0.83162 -4.89321
C: -1.04726 1.50037 -6.12288
H: -0.18794 1.66134 -6.77802
C: -2.30027 2.00323 -6.47378
H: -2.44346 2.48256 -7.45261
C: -3.38446 1.89795 -5.58462
H: -4.34694 2.35103 -5.83620
C: -3.22482 1.18710 -4.39088
H: -4.07467 1.03840 -3.72883
C: -1.97356 0.65517 -4.05332
H: -1.85976 0.11342 -3.12137
H: 1.05062 1.26345 -2.93042
H: 1.34138 1.77521 -5.09086
N: 0.51019 -3.85946 1.56746
C: -0.80251 -3.94332 1.03565
C: -1.40308 -5.19826 0.85556
C: -2.72116 -5.23550 0.40008
C: -3.36745 -4.02729 0.08947
C: -2.68646 -2.83286 0.23155
N: -1.40659 -2.80127 0.68810
C: 0.81253 -3.04200 2.68772
C: 1.42296 -3.63179 3.80833
C: 1.66277 -2.84460 4.93336
C: 1.27023 -1.50140 4.89894
C: 0.66397 -0.99830 3.75658
N: 0.51392 -1.74166 2.62786
H: 0.91077 -4.78654 1.68416
H: -0.82318 -6.08508 1.12610
H: -3.24351 -6.19129 0.30254
H: -4.39848 -4.01553 -0.25909
H: -3.13598 -1.87464 -0.00038
H: 1.64280 -4.69936 3.75695
H: 2.13486 -3.27255 5.81919
H: 1.42959 -0.84640 5.75183
H: 0.28171 0.02075 3.72956

HOMO level   -5.38 eV
E   -47681.210 eV
M   554.36 g mol⁻¹
Maximum force   1.9 eV Å⁻¹
Gap between HOMO and LUMO   4.72 eV

These are the Mulliken partial charges, in e, on atoms 1 to 5:
1 C -0.724
2 C -0.541
3 C -0.846
4 H 0.499
5 C -0.207



No. 3
Below is a structure of composition CH3IOS2, with properties calculated with ωB97M-V with the def2-TZVPD basis set.

Geometry (Å):
C: -0.76344 0.16335 0.42168
O: 1.86815 0.73519 0.45374
S: 0.35619 0.78633 -2.28747
S: 0.88023 0.14612 -0.38772
I: -1.17302 -1.80262 1.13896
H: -0.73788 0.68537 1.43774
H: -1.45545 0.49807 -0.28189
H: 1.02520 -1.21182 -0.49504

HOMO level   -9.38 eV
E   -32901.954 eV
M   222.07 g mol⁻¹
Maximum force   4.1 eV Å⁻¹
Gap between HOMO and LUMO   8.95 eV

These are the Mulliken partial charges, in e, on atoms 1 to 5:
1 C -0.840
2 O -0.529
3 S -0.337
4 S 0.592
5 I 0.128



No. 4
Below is a structure of composition C19H53NNbO7S6, with properties calculated with ωB97M-V with the def2-TZVPD basis set.

Geometry (Å):
C: -2.83479 -8.64677 2.56395
C: -3.91965 -7.57695 2.37676
Nb: -3.26420 -5.44485 2.76266
O: -1.92540 -5.32810 1.39310
S: -1.42096 -5.84433 4.43599
C: -4.98041 -5.00824 1.38844
C: -4.69168 -5.23007 -0.10190
C: -3.04076 -3.12410 2.82225
O: -1.71026 -2.71218 2.39538
C: -0.79890 -2.44321 3.42886
C: -4.65444 -5.15534 4.56785
C: -6.08840 -5.48572 4.42562
C: -6.98057 -4.33894 4.00048
N: -6.65465 -6.60882 4.66233
H: -2.00479 -8.48472 1.87097
H: -2.40737 -8.62988 3.56832
H: -3.21556 -9.65981 2.38368
H: -4.22406 -7.56838 1.32240
H: -4.82795 -7.84649 2.92744
H: -1.77981 -4.45689 1.00566
H: -2.10623 -6.38504 5.44992
H: -5.33838 -3.98576 1.52762
H: -5.80217 -5.67144 1.68634
H: -4.57084 -6.29188 -0.32813
H: -3.77411 -4.73194 -0.42563
H: -5.50134 -4.85330 -0.73735
H: -3.24270 -2.70203 3.81427
H: -3.72913 -2.62310 2.13381
H: -0.13633 -3.29163 3.62841
H: -1.31816 -2.19622 4.35988
H: -0.18410 -1.58277 3.13641
H: -4.55778 -4.12474 4.91993
H: -4.20713 -5.80966 5.32529
H: -6.45641 -3.65283 3.34100
H: -7.88294 -4.71178 3.51860
H: -7.27572 -3.78174 4.89488
H: -5.95145 -7.28357 4.96966
C: -3.56827 2.14946 0.23980
S: -3.28965 0.37388 0.37485
O: -4.48623 -0.15734 1.07791
C: -1.94128 0.45684 1.53788
H: -4.41842 2.29247 -0.42413
H: -3.79444 2.54121 1.23148
H: -2.68030 2.62920 -0.17296
H: -2.26996 0.98204 2.43565
H: -1.09808 0.97547 1.08694
H: -1.66845 -0.56945 1.78550
C: 2.63842 0.10603 1.70720
S: 2.28265 1.81390 2.12994
O: 0.81046 1.98210 1.97653
C: 3.02947 2.54206 0.67272
H: 2.19405 -0.51646 2.48136
H: 2.18446 -0.11896 0.74257
H: 3.71726 -0.04445 1.67692
H: 2.56513 2.12090 -0.21807
H: 4.10147 2.34978 0.65561
H: 2.84718 3.61435 0.72168
C: 3.77704 3.39435 -3.90774
S: 5.30622 3.29625 -2.97739
O: 5.07264 2.31447 -1.88232
C: 5.19568 4.92818 -2.24771
H: 3.63705 2.43786 -4.40720
H: 2.95809 3.57514 -3.21023
H: 3.85238 4.19247 -4.64930
H: 4.26944 5.00710 -1.67776
H: 5.24639 5.68958 -3.02538
H: 6.04712 5.05136 -1.58306
C: 8.85386 5.82790 -2.91510
S: 8.45116 7.52633 -2.48407
O: 6.97102 7.64461 -2.56158
C: 9.09831 8.26499 -3.98870
H: 8.48561 5.19151 -2.11304
H: 8.36188 5.57095 -3.85314
H: 9.93530 5.72070 -2.99662
H: 8.58409 7.82956 -4.84501
H: 10.17316 8.09427 -4.04531
H: 8.89521 9.33226 -3.93312
C: 0.87020 5.05077 -7.49701
S: 1.95670 6.33784 -6.87213
O: 3.31998 5.74308 -6.80999
C: 1.32960 6.32666 -5.18812
H: 1.13649 4.88483 -8.53859
H: 1.03198 4.14118 -6.91924
H: -0.16601 5.38091 -7.42723
H: 1.44290 5.32415 -4.77639
H: 0.28408 6.63394 -5.18237
H: 1.92653 7.03701 -4.61970

HOMO level   -4.04 eV
Charge   -1
E   -102941.959 eV
M   692.94 g mol⁻¹
Maximum force   1.7 eV Å⁻¹
Gap between HOMO and LUMO   5.37 eV

These are the Mulliken partial charges, in e, on atoms 1 to 5:
1 C -1.195
2 C -0.145
3 Nb 0.086
4 O -0.758
5 S -0.465